[1]
ORCA calculation (ωB97M-V/def2-TZVPD) on an isolated ion of composition C9H20NO2 and charge +1 at a distorted geometry.

Results
Kohn-Sham gap	9.78	eV
SMILES string	CC[N+](C)(C)CCOCC(C)=O
LUMO energy	-2.5	eV
net charge	+1
electronic energy	-559.833882	hartree

Each line ends with the Löwdin charge.
Geometry (Å):
1 C -0.348899 -2.656130 1.277573  -0.052
2 C -1.211868 -1.430314 0.879221  -0.153
3 N -0.751352 -0.663569 -0.311834  -0.328
4 C -1.764453 0.313918 -0.821602  0.018
5 C -0.357309 -1.536696 -1.420347  0.000
6 C 0.494096 0.157911 -0.108449  -0.068
7 C 0.446483 1.153702 1.121601  -0.092
8 O 0.842044 2.515021 0.704601  -0.115
9 C 0.175756 3.629905 1.348190  -0.138
10 C -0.743498 4.307783 0.364005  -0.463
11 C -0.124757 5.083819 -0.774107  0.000
12 O -1.854347 3.927176 0.342972  0.110
13 H 0.713995 -2.315659 1.469252  0.110
14 H -0.807063 -2.983268 2.182450  0.080
15 H -0.309317 -3.498108 0.616394  0.072
16 H -2.238278 -1.823916 0.831585  0.149
17 H -1.179926 -0.875372 1.802449  0.122
18 H -2.145244 0.951210 0.071061  0.142
19 H -2.678060 -0.107835 -1.301788  0.127
20 H -1.264957 0.986900 -1.560006  0.127
21 H -1.288557 -2.045399 -1.723575  0.132
22 H 0.358904 -2.276441 -1.075712  0.107
23 H -0.025167 -0.947869 -2.254917  0.118
24 H 0.592846 0.732352 -0.939027  0.089
25 H 1.389250 -0.456482 -0.070743  0.143
26 H 1.037291 0.859877 1.925114  0.110
27 H -0.554691 1.219349 1.460777  0.090
28 H -0.470578 3.445070 2.234436  0.143
29 H 0.915826 4.369514 1.702618  0.132
30 H 0.827137 5.445245 -0.398466  0.073
31 H -0.737892 5.960234 -1.080000  0.102
32 H 0.070374 4.405696 -1.661573  0.113

Force components x, y, z for each atom (eV/Å):
1.4628 1.6351 -0.4196
0.1475 -2.1229 1.0624
0.4044 1.0777 -0.3654
-1.5916 1.9346 0.9480
-1.6893 -1.6711 -0.4462
0.6504 0.1868 4.0819
-0.6023 1.5934 -2.4429
-0.5969 -0.9811 0.4028
0.5927 0.8565 1.3315
2.4895 -0.8438 -1.7474
0.2289 0.5175 -0.2888
-3.6657 -0.5065 0.0664
-1.1168 -0.5378 0.0371
0.0006 -0.3603 0.8486
-0.2183 -0.2719 -0.5989
0.1499 0.6711 -0.9151
-0.0683 1.1315 -0.2360
0.7794 -0.9827 -1.5874
0.9690 -0.3403 0.4991
-0.4834 -0.5880 0.6763
0.5220 -0.1013 -0.0721
0.1413 0.2100 -0.2113
0.3650 0.2275 -0.1927
0.2233 1.6965 -2.4773
-0.2558 -0.4623 0.2385
1.3055 -0.6765 1.2696
-1.1209 0.0020 0.4498
0.5497 -0.7915 -0.5203
0.2252 -0.6534 -0.2080
0.2911 0.2080 -0.3982
0.2700 -0.7905 0.1184
-0.3588 0.7339 1.0974

[2]
ORCA calculation (ωB97M-V/def2-TZVPD) on an isolated ion of composition C9H20NO2S and charge +1 at a distorted geometry.

Results
Kohn-Sham gap	10.85	eV
SMILES string	CCCCCS(=O)(=O)[C@H]1C[N+]1(C)C
LUMO energy	-2.8	eV
net charge	+1
electronic energy	-957.947519	hartree

Each line ends with the Löwdin charge.
Geometry (Å):
1 C -1.500174 1.608996 3.447634  -0.094
2 C -2.796475 1.373308 2.568906  -0.225
3 C -2.539057 1.470141 1.010239  -0.219
4 C -2.074741 0.070528 0.507307  -0.269
5 C -1.380348 0.215643 -0.858771  -0.165
6 S 0.373430 0.655819 -0.240901  0.731
7 O 0.710951 -0.159647 0.908668  -0.316
8 O 0.622491 2.070660 -0.260871  -0.267
9 C 1.398821 -0.026175 -1.686465  -0.222
10 C 2.872447 0.064499 -1.470671  0.048
11 N 2.171690 -1.278071 -1.733642  -0.242
12 C 2.214221 -1.989902 -3.017760  0.047
13 C 2.140273 -2.114117 -0.509756  0.023
14 H -1.323424 0.753443 4.148257  0.083
15 H -0.695089 1.831710 2.732731  0.054
16 H -1.502863 2.461331 4.113001  0.058
17 H -3.030420 0.288733 2.812404  0.110
18 H -3.566344 1.990768 2.951521  0.079
19 H -1.730449 2.256223 0.866362  0.108
20 H -3.484174 1.797791 0.455227  0.131
21 H -1.387208 -0.324090 1.321907  0.105
22 H -3.071926 -0.568723 0.475522  0.164
23 H -1.774924 0.906019 -1.489186  0.068
24 H -1.228070 -0.827686 -1.309402  0.126
25 H 0.792722 0.265836 -2.537177  0.145
26 H 3.569987 0.664678 -2.176203  0.188
27 H 3.168032 0.012141 -0.495864  0.081
28 H 2.728741 -2.938053 -3.001233  0.113
29 H 1.178487 -2.279692 -3.134662  0.116
30 H 2.521369 -1.348969 -3.770051  0.092
31 H 2.789048 -3.028964 -0.694721  0.138
32 H 2.696826 -1.507372 0.221955  0.100
33 H 1.136149 -2.366806 -0.154304  0.115

Force components x, y, z for each atom (eV/Å):
-0.2056 -0.4261 -0.5452
1.5819 -1.9121 0.2713
-0.4116 0.7743 0.8605
-2.2831 0.1842 0.9250
2.7367 -4.2170 3.6224
-0.3659 -1.2383 -1.1722
-0.1051 0.7522 -0.6856
0.0290 -0.6174 -0.1350
-0.2841 1.3529 1.6435
-0.5276 0.9231 -4.1786
0.5629 0.6930 0.5853
-1.8141 -1.0935 1.1570
1.8593 -1.1648 0.4937
0.2636 0.5263 -1.0242
0.3263 -0.5890 0.5531
-0.5536 0.4739 -0.0466
-0.4034 1.2758 -0.4932
-0.9803 0.5663 -0.0565
-0.9987 -0.8298 -0.1010
1.3461 -0.3569 0.7046
-0.9616 0.0181 -1.3702
2.3031 0.9407 -0.1704
-0.9225 2.1421 -1.8686
-0.1738 1.5280 0.2620
0.8736 -0.0736 -0.6342
-1.2611 -1.8122 0.8404
0.8009 0.5809 2.3936
0.7870 0.1604 0.3907
-0.3369 -0.0448 -0.6631
0.6429 1.1176 -1.5048
-1.0530 1.0394 0.0878
-0.8007 -0.7963 0.2042
0.3294 0.1223 -0.3456

[3]
ORCA calculation (ωB97M-V/def2-TZVPD) on C9H20O as an isolated structure at a distorted geometry.

Results
Kohn-Sham gap	8.44	eV
LUMO energy	0.8	eV
net charge	0
electronic energy	-430.041529	hartree

Each line ends with the Löwdin charge.
Geometry (Å):
1 C -1.120098 -1.117412 -0.222388  -0.440
2 C 0.011929 0.624695 -0.244089  -0.382
3 C 1.278649 -0.048549 -0.019372  -0.264
4 C -0.681038 -2.307326 0.607401  -0.056
5 C -2.519931 -0.680859 0.180041  -0.066
6 C -0.453715 1.626505 0.788926  -0.067
7 C -0.227184 1.145963 -1.659141  -0.076
8 C 1.711755 -0.490006 1.363901  -0.093
9 C 2.540569 1.385097 -0.491334  -0.003
10 O -1.124704 -1.584412 -1.562165  -0.042
11 H -1.681379 -1.003558 -2.097593  0.087
12 H 1.520965 -0.779105 -0.789830  0.120
13 H -0.659246 -2.078451 1.673213  0.083
14 H -1.387999 -3.142409 0.481842  0.092
15 H 0.270061 -2.717430 0.259694  0.080
16 H -2.551195 -0.386679 1.231979  0.076
17 H -2.873019 0.165182 -0.416434  0.078
18 H -3.246048 -1.496705 0.041526  0.089
19 H -1.186366 1.350564 1.550113  0.068
20 H -1.300494 1.223932 -1.863338  0.078
21 H -0.953833 2.514628 0.386339  0.082
22 H 0.262023 2.121617 1.451227  0.080
23 H 0.169036 2.157452 -1.781238  0.080
24 H 0.247944 0.515863 -2.413904  0.088
25 H 2.584695 0.071685 1.708184  0.071
26 H 2.014210 -1.539517 1.357406  0.074
27 H 0.949339 -0.351437 2.129166  0.075
28 H 2.399564 1.852770 -1.464035  0.024
29 H 2.514971 2.118240 0.314081  0.033
30 H 3.490538 0.849659 -0.500181  0.031

Force components x, y, z for each atom (eV/Å):
-0.4359 1.8361 -0.5161
-2.7697 -2.7564 0.0902
3.8736 3.4754 -1.2448
0.2885 -0.0641 0.0139
-0.0638 -0.0093 0.0763
-0.8078 1.2362 1.1739
0.0901 -0.2285 0.2304
0.2634 0.0177 0.1859
-1.1211 -2.6084 0.7843
0.1502 0.2453 0.1291
0.1707 -0.0609 0.1354
-0.2355 0.0340 0.0130
0.2331 0.0451 -0.0814
-0.1099 0.4166 -0.1369
0.1021 0.2548 0.2059
0.0011 0.0019 -0.1008
0.0842 0.0511 0.0127
0.2374 0.0545 0.0207
-0.1141 -0.9208 -0.2373
0.0324 -0.0678 0.0007
0.0411 -0.2671 -0.6905
0.9049 -0.4799 -0.4021
0.0522 -0.0613 0.1563
-0.1139 -0.0269 0.0846
-0.0746 0.0024 -0.0824
-0.1413 0.0626 0.0810
-0.1696 -0.0538 -0.0815
-0.3193 -0.1746 0.0687
-0.0968 -0.1073 -0.0110
0.0481 0.1534 0.1216